1.
C12H21Cl10N3O4 as an isolated structure in a non-equilibrium geometry. Source: the Open Molecules 2025 dataset; level of theory: the ωB97M-V functional and the def2-TZVPD basis.

For the energy above the lowest of the compared OMol25 structures with the same formula, charge and spin, the calculation gives 33.5882 eV. The value obtained for the orbital gap is 6.766 eV. The total energy is -5535.55514 Eh. The multiplicity is 1. Its HOMO energy is -7.982 eV.

Geometry as XYZ:
```
50
Properties=species:S:1:pos:R:3:forces:R:3:lowdin_charge:R:1
N 2.891 -0.263 -2.027 -0.1 -1.5 -1.5 0.009
C 1.881 0.462 -1.566 -0.6 0.4 -4.1 -0.362
C 0.545 0.060 -1.624 3.7 -4.3 -3.1 -0.185
C 0.284 -1.132 -2.255 2.3 -0.7 -2.2 -0.114
C 1.327 -1.955 -2.722 -0.2 0.6 0.1 -0.050
C 2.620 -1.482 -2.583 -0.4 1.0 0.8 -0.121
H 2.255 1.376 -1.129 -1.6 0.8 -2.3 0.042
H -0.320 0.602 -1.272 2.5 -4.1 -1.9 -0.108
H -0.755 -1.364 -2.434 1.7 -0.9 -0.9 0.075
H 1.121 -2.904 -3.195 0.1 -0.1 -0.1 0.098
H 3.460 -2.073 -2.918 0.2 0.1 0.0 0.098
C -2.099 0.924 -2.705 -0.1 -0.6 -2.1 0.008
N -1.504 2.052 -1.952 0.2 2.1 -2.4 -0.477
O -0.603 1.702 -1.217 -4.4 11.9 -1.7 -0.037
O -1.868 3.231 -2.094 2.3 -0.9 -2.1 -0.047
H -3.087 0.601 -2.377 0.6 0.4 -0.1 0.062
H -1.435 0.074 -2.548 -0.4 1.3 -1.0 0.058
H -2.222 1.209 -3.750 0.5 0.3 0.0 0.128
C -0.759 -2.344 -0.034 -0.7 1.4 -2.4 -0.113
N -1.467 -1.161 -0.565 -0.1 -2.6 -1.9 -0.391
O -1.328 -0.062 -0.026 -1.8 -7.3 -8.0 -0.511
O -2.113 -1.332 -1.597 -1.3 -0.8 2.1 -0.102
H 0.305 -2.272 -0.261 -0.6 0.0 -0.1 0.058
H -1.120 -3.307 -0.393 -0.7 0.5 -0.2 0.130
H -0.839 -2.204 1.044 -0.2 0.9 -3.6 -0.229
C -1.541 -1.514 3.119 -0.4 -0.2 1.8 -0.805
Cl -2.087 -0.335 1.979 -1.0 -4.5 9.2 0.876
Cl -0.685 -2.865 2.353 0.2 -2.8 7.7 0.791
H -0.820 -1.019 3.769 -0.9 -0.8 -0.5 -0.137
H -2.403 -1.770 3.735 0.1 -0.9 -0.4 0.062
C 2.229 0.181 3.019 1.2 0.3 1.7 -1.234
Cl 0.787 -0.157 3.994 1.8 0.7 0.7 0.670
Cl 3.528 -0.979 3.260 -0.1 -0.4 0.2 0.563
H 1.943 0.114 1.969 0.9 0.0 3.2 -0.266
H 2.633 1.178 3.195 -0.6 -1.1 1.1 -0.114
C 3.163 2.251 0.927 3.4 1.6 -2.2 -0.940
Cl 2.931 0.604 0.364 9.8 5.2 3.7 0.704
Cl 4.076 2.305 2.423 1.3 1.2 -0.1 0.649
H 3.680 2.822 0.156 0.5 0.0 0.2 0.053
H 2.180 2.687 1.104 2.5 0.6 -1.3 -0.140
C -3.233 0.885 0.567 -2.9 3.0 0.0 -0.972
Cl -3.942 -0.668 0.119 -2.5 0.9 -0.1 0.738
Cl -3.229 2.079 -0.737 -5.0 -0.2 5.4 0.936
H -3.632 1.304 1.491 -1.1 0.1 -0.5 0.049
H -2.178 0.765 0.811 -2.3 2.5 -1.5 -0.101
C 0.175 0.798 0.869 2.0 0.5 1.7 -0.795
Cl 1.228 -0.587 0.716 -7.8 -7.8 0.6 0.752
Cl 0.897 2.028 1.837 -5.8 1.2 2.4 0.840
H -0.147 1.115 -0.123 2.5 0.8 3.8 -0.013
H -0.724 0.341 1.283 3.4 2.1 2.0 -0.085
```
Positions in Å, forces in eV/Å.

=====

2.
C12H21Cl2LaNdO3P as an isolated structure in a non-equilibrium geometry. Source: the Open Molecules 2025 dataset; level of theory: the ωB97M-V functional and the def2-TZVPD basis.

For the energy above the lowest of the compared OMol25 structures with the same formula, charge and spin, the calculation gives 2.7471 eV. The value obtained for the orbital gap (spin up / spin down) is 4.042 / 4.004 eV. The total energy is -2548.63626 Eh. The multiplicity is 4. Its charge is +4. Its HOMO energy (spin up / spin down) is -21.083 / -21.045 eV. The expectation value of S² is 3.762.

Geometry as XYZ:
```
41
Properties=species:S:1:pos:R:3:forces:R:3:lowdin_charge:R:1
La 0.727 4.514 -3.447 6.6 -2.5 -6.5 1.788
Nd -1.858 1.931 0.206 0.7 0.5 -0.6 1.327
Cl 2.311 2.787 -2.435 -1.1 0.8 -0.1 0.005
Cl -2.804 1.261 -2.044 0.5 0.7 0.6 0.013
C -3.324 0.170 0.807 -5.2 -6.7 1.0 -0.114
C 0.238 5.657 -1.511 -3.4 5.2 10.2 -0.117
C -1.515 4.396 -2.792 -10.6 0.5 4.0 -0.146
O -4.028 -0.749 0.940 3.7 4.9 -0.6 0.227
O -0.194 6.101 -0.517 2.6 -2.4 -5.6 0.257
O -2.574 4.536 -2.310 6.0 -0.7 -2.9 0.185
C -1.691 -2.297 -1.196 -0.1 -0.1 -0.2 -0.095
C -0.995 -2.025 0.146 -0.5 -0.3 0.0 -0.531
C -0.004 -3.148 0.462 0.1 -0.3 0.2 -0.066
P -0.312 -0.333 0.109 0.5 -0.1 0.4 0.956
C -0.204 0.332 1.865 0.2 -0.3 -0.9 -0.594
C 0.315 -0.726 2.846 0.0 0.2 0.9 -0.050
C 0.592 1.656 1.914 0.0 -0.3 0.8 -0.121
C 1.399 -0.332 -0.595 0.1 0.7 -0.2 -0.534
C 2.476 -0.903 0.324 0.4 -0.3 0.1 -0.069
C 1.399 -1.000 -1.974 0.0 0.0 -0.2 -0.095
H -0.966 -2.351 -2.018 -0.3 0.0 0.2 0.083
H -2.431 -1.529 -1.445 0.0 -0.2 0.0 0.032
H -2.201 -3.267 -1.135 0.1 0.2 -0.1 0.117
H -1.760 -2.003 0.940 0.2 0.0 -0.1 0.102
H 0.756 -3.258 -0.322 -0.2 0.0 0.3 0.085
H 0.479 -3.040 1.439 0.0 -0.1 -0.3 0.077
H -0.576 -4.087 0.490 0.2 0.3 0.0 0.120
H -1.264 0.530 2.163 0.0 0.0 0.3 0.057
H 1.340 -1.039 2.612 -0.4 0.1 0.0 0.087
H 0.322 -0.289 3.854 0.0 -0.2 -0.1 0.115
H -0.332 -1.611 2.887 0.1 0.3 -0.1 0.098
H 0.348 2.449 1.159 0.2 -0.2 0.1 0.016
H 0.440 2.101 2.908 0.1 0.1 -0.3 0.119
H 1.666 1.461 1.802 -0.3 0.2 -0.1 0.104
H 1.625 0.741 -0.753 -0.1 -0.3 0.1 0.032
H 2.241 -1.920 0.659 0.1 0.3 -0.1 0.082
H 3.413 -0.963 -0.247 -0.2 0.0 0.1 0.114
H 2.683 -0.274 1.195 0.0 -0.2 -0.2 0.073
H 0.667 -0.539 -2.650 0.0 -0.2 0.1 0.079
H 2.391 -0.865 -2.423 -0.2 -0.1 0.1 0.104
H 1.206 -2.078 -1.914 0.1 0.4 -0.1 0.082
```
Positions in Å, forces in eV/Å.

=====

3.
A 6-piece molecular cluster, C12H21Cl9O3 overall in a non-equilibrium geometry. Source: the Open Molecules 2025 dataset; level of theory: the ωB97M-V functional and the def2-TZVPD basis.

The value obtained for the orbital gap is 9.469 eV. As for the structure (SMILES): ClC(Cl)Cl.ClC(Cl)Cl.ClC(Cl)Cl.CC(C)=O.CC(C)=O.CC(C)=O. The total energy is -4837.23365 Eh. The multiplicity is 1. Its HOMO energy is -9.251 eV.

Geometry as XYZ:
```
45
Properties=species:S:1:pos:R:3:forces:R:3:lowdin_charge:R:1
Cl 4.703 3.890 -0.589 0.4 0.2 0.1 0.567
C 3.302 2.882 -0.704 -1.3 -0.1 0.2 -1.587
Cl 3.671 1.188 -0.864 0.3 -0.2 -0.2 0.604
Cl 2.230 3.432 -2.020 0.1 0.0 -0.3 0.503
H 2.654 2.964 0.170 0.6 0.2 0.1 0.011
Cl -2.049 0.206 -5.266 -0.2 -1.2 -0.9 0.558
C -2.056 1.628 -4.305 -0.1 0.6 -0.9 -1.616
Cl -3.413 1.644 -3.232 -0.4 0.2 0.6 0.567
Cl -2.049 3.075 -5.358 0.1 -0.2 0.4 0.511
H -1.135 1.546 -3.785 0.6 0.7 0.7 -0.052
Cl 0.878 2.422 -7.981 -0.4 0.0 -0.4 0.523
C 2.079 2.350 -6.701 -0.8 -0.3 -0.3 -1.575
Cl 1.590 1.118 -5.537 0.1 0.1 0.4 0.526
Cl 2.301 3.925 -6.018 0.2 0.4 0.5 0.556
H 2.972 2.016 -7.169 0.8 -0.1 -0.1 0.000
C -0.824 -0.220 5.794 -0.9 1.0 1.4 -0.022
C -1.333 0.072 4.419 0.4 0.3 -0.1 -0.504
C -1.798 1.481 4.149 -0.8 1.0 -1.5 -0.031
O -1.352 -0.776 3.564 -0.1 -0.3 -0.3 0.050
H -0.275 -1.143 5.929 0.1 0.0 -0.3 0.084
H -1.710 -0.238 6.452 -0.1 -0.5 -0.3 0.097
H -0.366 0.653 6.283 0.6 -0.2 -0.6 0.088
H -2.349 1.935 4.981 -0.1 -0.3 -0.2 0.081
H -2.342 1.620 3.151 0.3 -0.7 1.6 0.108
H -0.972 2.167 3.979 0.7 -0.2 0.3 0.078
C 0.368 -3.779 2.692 -0.1 -0.7 0.7 -0.017
C -0.461 -4.622 1.735 -0.8 -1.5 -0.1 -0.460
C -0.825 -4.024 0.374 -1.7 0.9 1.2 -0.017
O -0.820 -5.759 2.011 0.5 1.1 0.0 0.045
H -0.105 -2.836 2.929 -0.4 0.2 0.0 0.048
H 1.302 -3.526 2.241 0.7 0.2 -0.6 0.070
H 0.635 -4.304 3.640 -0.6 0.1 -0.8 0.097
H -1.542 -3.158 0.555 0.9 -0.8 -0.2 0.103
H -1.294 -4.672 -0.370 0.1 -0.4 0.6 0.082
H 0.059 -3.636 -0.025 1.4 0.9 -0.8 0.042
C 0.045 0.208 -1.833 -0.8 -0.9 1.1 -0.030
C 0.535 -0.347 -0.471 1.3 0.0 -0.2 -0.458
C -0.232 0.044 0.797 0.0 -0.7 -1.3 -0.018
O 1.589 -0.968 -0.414 -1.5 0.3 0.0 -0.007
H 0.436 -0.371 -2.662 0.1 -0.1 0.0 0.081
H 0.301 1.239 -1.955 0.7 0.7 0.1 0.031
H -1.049 0.231 -1.836 0.0 -0.3 -0.1 0.062
H 0.204 -0.382 1.680 0.4 0.0 0.2 0.060
H -1.265 -0.297 0.759 -0.1 0.1 -0.1 0.082
H -0.236 1.120 0.810 -0.1 0.6 0.3 0.078
```
Positions in Å, forces in eV/Å.

=====

4.
C12H21F3IrN2O6S2 as an isolated structure in a non-equilibrium geometry. Source: the Open Molecules 2025 dataset; level of theory: the ωB97M-V functional and the def2-TZVPD basis.

For the energy above the lowest of the compared OMol25 structures with the same formula, charge and spin, the calculation gives 0.1695 eV. The value obtained for the orbital gap (spin up / spin down) is 7.056 / 7.082 eV. The total energy is -2230.74701 Eh. The multiplicity is 5. Its charge is +1. Its HOMO energy (spin up / spin down) is -10.422 / -12.361 eV. The expectation value of S² is 6.012.

Geometry as XYZ:
```
47
Properties=species:S:1:pos:R:3:forces:R:3:lowdin_charge:R:1
Ir -0.204 0.060 -0.066 0.4 -0.2 1.4 1.390
C 0.166 2.910 1.718 -0.1 -0.1 -0.1 -0.062
O -0.715 1.794 1.533 0.1 0.2 -0.1 -0.373
C -2.068 2.066 1.887 0.1 0.1 0.1 -0.172
C -2.847 0.795 1.692 0.0 -0.1 -0.2 -0.143
O -2.647 0.292 0.369 -0.1 0.1 0.0 -0.246
C -3.399 0.959 -0.655 -0.1 0.0 0.2 -0.138
C -2.598 0.880 -1.924 0.1 0.1 -0.1 -0.158
O -1.289 1.405 -1.698 0.0 0.0 -0.2 -0.326
C -1.143 2.811 -1.900 0.0 -0.1 0.1 -0.046
H 0.230 3.159 2.776 0.0 0.0 0.1 0.105
H -0.198 3.772 1.156 0.0 0.0 0.0 0.100
H 1.144 2.617 1.347 0.0 0.0 0.0 0.079
H -2.447 2.886 1.269 0.0 0.0 0.0 0.127
H -2.124 2.371 2.935 0.0 0.0 0.0 0.147
H -3.908 0.964 1.880 -0.1 0.0 0.0 0.147
H -2.489 0.019 2.365 0.0 -0.1 0.0 0.135
H -3.584 1.995 -0.366 0.0 0.0 0.0 0.126
H -4.357 0.453 -0.787 -0.1 0.0 0.1 0.149
H -3.097 1.422 -2.728 0.0 0.0 0.0 0.145
H -2.467 -0.156 -2.225 0.0 0.0 0.0 0.127
H -1.421 3.061 -2.923 0.0 0.0 0.0 0.107
H -0.095 3.046 -1.743 0.0 0.0 0.0 0.089
H -1.762 3.378 -1.198 0.0 0.0 0.0 0.092
C 3.462 0.146 -2.493 0.3 0.2 0.1 -0.120
S 1.750 0.204 -2.154 -0.3 0.0 -0.1 0.445
O 1.047 0.525 -3.354 0.1 0.0 0.0 -0.260
O 1.532 1.172 -1.020 -0.2 -0.1 -0.3 -0.451
O 1.393 -1.124 -1.568 0.0 0.1 -0.4 -0.430
H 3.736 1.066 -3.010 0.0 -0.1 0.1 0.085
H 3.623 -0.715 -3.143 0.0 0.1 0.0 0.083
H 4.009 0.050 -1.555 0.0 0.0 -0.1 0.077
S 1.113 -0.453 1.932 -0.2 0.0 -0.2 0.758
C 1.870 -2.002 1.765 0.1 -0.2 0.2 -0.707
N 2.366 -2.387 0.571 0.0 -0.2 0.2 0.091
C 2.983 -3.566 0.392 0.0 0.2 -0.2 -0.012
C 3.146 -4.398 1.455 0.1 -0.2 0.1 -0.003
C 2.612 -3.961 2.668 -0.2 0.2 0.2 -0.059
N 1.993 -2.796 2.827 0.1 -0.1 -0.1 0.103
H 2.136 -1.805 -0.245 0.0 0.1 -0.4 0.067
H 3.312 -3.793 -0.613 0.0 0.0 0.0 0.151
H 3.646 -5.349 1.355 0.0 0.0 0.0 0.122
H 2.677 -4.585 3.553 0.0 0.0 0.0 0.129
F -2.033 -2.126 -1.004 0.0 -0.1 0.1 0.067
C -1.103 -1.951 -0.038 -0.1 0.3 -0.5 -0.657
F -1.720 -2.144 1.145 -0.1 -0.1 0.1 0.059
F -0.228 -2.965 -0.180 0.1 -0.2 0.0 0.065
```
Positions in Å, forces in eV/Å.

=====

5.
C12H21F9O19PS3Zn as an isolated structure in a non-equilibrium geometry. Source: the Open Molecules 2025 dataset; level of theory: the ωB97M-V functional and the def2-TZVPD basis.

For the energy above the lowest of the compared OMol25 structures with the same formula, charge and spin, the calculation gives 4.0276 eV. The value obtained for the orbital gap is 8.471 eV. The total energy is -6113.68766 Eh. The multiplicity is 1. Its charge is -1. Its HOMO energy is -6.535 eV.

Geometry as XYZ:
```
66
Properties=species:S:1:pos:R:3:forces:R:3:lowdin_charge:R:1
Zn -0.233 -0.467 -0.112 0.1 -0.9 0.7 0.523
C 0.731 -4.645 1.493 1.1 0.9 -0.6 -0.613
F 1.194 -5.886 1.213 -0.1 0.7 0.7 0.112
F -0.556 -4.631 1.298 -1.1 -0.2 0.0 0.150
F 0.964 -4.321 2.801 0.1 -0.5 -1.3 0.104
S 1.524 -3.412 0.247 3.2 0.7 -0.1 0.515
O 0.743 -2.194 0.218 -0.8 0.0 1.3 -0.319
O 2.879 -3.148 0.765 -1.3 -0.6 0.4 -0.346
O 1.543 -4.030 -1.042 -0.6 -1.2 -0.2 -0.284
C -3.576 -3.144 1.051 1.3 3.9 0.4 -0.706
F -4.843 -3.330 1.167 -2.3 -0.9 0.3 0.172
F -2.989 -3.420 2.238 0.0 -0.4 -0.9 0.123
F -3.116 -3.810 0.042 0.9 -1.5 -0.5 0.181
S -3.338 -1.276 0.638 -2.0 2.6 2.2 0.544
O -3.878 -0.511 1.787 -0.5 -1.5 -1.0 -0.349
O -1.917 -1.046 0.699 1.5 -1.2 -0.3 -0.336
O -3.981 -0.970 -0.624 0.3 -1.1 0.4 -0.294
C -0.473 -2.563 -4.191 -0.9 1.7 0.6 -0.613
F 0.859 -2.763 -4.281 -1.1 -0.1 -0.3 0.120
F -1.097 -2.494 -5.374 1.2 0.5 -0.9 0.106
F -1.091 -3.577 -3.631 0.6 -0.6 1.3 0.154
S -0.842 -0.849 -3.308 -2.9 -0.9 1.8 0.539
O 0.110 0.099 -3.709 2.5 1.6 -1.8 -0.291
O -2.214 -0.535 -3.704 1.2 -0.9 0.4 -0.305
O -0.661 -1.078 -1.846 -0.9 -1.4 -2.5 -0.350
C 3.684 0.110 1.476 -0.3 0.4 0.2 -0.062
O 3.930 0.734 0.203 -1.4 1.0 -1.5 -0.205
P 2.798 0.960 -0.921 0.2 -1.5 -1.6 0.600
O 1.379 0.568 -0.592 3.3 1.7 0.0 -0.223
O 3.056 2.475 -1.539 -0.1 -2.0 1.8 -0.191
C 2.267 2.734 -2.675 -2.0 -0.4 -1.5 -0.138
O 3.329 0.058 -2.164 -0.3 3.3 1.1 -0.203
C 3.570 -1.294 -2.053 0.3 -2.4 0.3 -0.112
H 3.573 0.917 2.200 0.3 -0.1 0.2 0.080
H 4.580 -0.487 1.648 -0.4 -0.1 0.2 0.101
H 2.756 -0.461 1.491 0.2 -0.3 -0.2 0.069
H 2.048 3.782 -2.882 1.0 0.2 0.4 0.090
H 1.254 2.339 -2.590 -0.1 -0.3 0.5 0.064
H 2.596 2.210 -3.572 0.7 0.2 0.1 0.095
H 3.693 -1.679 -1.041 -0.5 0.3 0.3 0.070
H 4.528 -1.568 -2.495 0.0 0.4 -0.5 0.094
H 2.763 -1.844 -2.538 0.1 -0.1 0.1 0.090
C -1.502 0.167 5.086 -0.4 0.9 0.0 -0.027
O -1.147 -0.210 3.753 0.6 -0.7 -0.1 0.035
C -0.303 0.519 3.026 -1.7 1.2 -0.2 -0.524
O 0.122 0.189 1.952 0.8 0.0 0.9 0.113
O -0.200 1.762 3.549 -0.2 0.4 0.2 -0.015
C 0.633 2.785 2.993 1.7 -0.9 -0.2 -0.018
H -2.223 -0.530 5.513 0.5 -0.6 -0.4 0.099
H -2.067 1.100 5.077 0.3 0.2 -0.1 0.093
H -0.607 0.288 5.696 -0.1 -0.2 0.1 0.097
H 0.928 2.638 1.954 -0.7 -0.2 -0.2 0.083
H 1.583 2.674 3.517 0.1 0.4 0.2 0.088
H 0.279 3.805 3.139 -0.6 -0.5 0.2 0.096
C -3.554 2.230 -1.354 -1.1 -0.7 -0.2 -0.032
O -2.373 2.972 -1.316 4.6 -0.1 0.5 -0.037
C -1.208 2.451 -0.750 -2.4 1.6 2.5 -0.377
O -1.075 1.347 -0.245 -0.8 3.0 -2.0 0.096
O -0.357 3.490 -0.378 -0.5 -2.2 -0.1 -0.026
C -0.668 4.843 -0.596 -0.5 0.7 -2.3 -0.071
H -3.450 1.192 -1.671 0.3 0.0 0.1 0.083
H -4.129 2.772 -2.104 -0.4 -0.2 0.2 0.101
H -3.992 2.289 -0.357 -0.3 -0.2 -0.1 0.110
H 0.050 5.503 -0.109 -0.1 -0.5 0.4 0.098
H -1.707 5.157 -0.499 -0.1 -0.4 1.1 0.094
H -0.583 5.014 -1.669 0.5 0.2 -0.3 0.089
```
Positions in Å, forces in eV/Å.

=====

Question: Which value of multiplicity does entry 3 give?
Answer: 1

=====

Question: What is the formula in the first record?
Answer: C12H21Cl10N3O4